Entry 1:
Computed, not measured: C25H19NO4PdSb as an isolated structure, with ωB97M-V with the def2-TZVPD basis set.

Summary:
* charge: -1
* orbital gap: 6.317 eV
* relative energy (zero: lowest compared OMol25 entry of this formula, charge and spin): 89.73 kJ/mol

Cartesian coordinates (Å):
Pd  0.05  -1.69  -2.26
O  -1.95  -2.69  1.96
C  -1.70  -3.11  0.69
O  -2.54  -3.08  -0.16
C  -0.28  -3.58  0.53
C  0.48  -3.92  1.63
C  1.78  -4.36  1.41
C  2.24  -4.45  0.11
C  1.41  -4.04  -0.94
N  0.18  -3.60  -0.72
C  1.93  -4.05  -2.38
O  2.89  -4.80  -2.60
O  1.33  -3.30  -3.19
H  -2.86  -2.34  1.94
H  0.07  -3.84  2.63
H  2.42  -4.65  2.24
H  3.22  -4.82  -0.14
C  0.63  4.75  -3.23
C  1.19  3.56  -3.67
C  0.84  2.37  -3.06
C  -0.05  2.34  -2.00
C  -0.61  3.54  -1.57
C  -0.28  4.74  -2.18
Sb  -0.37  0.38  -1.12
C  -2.04  0.88  0.17
C  -1.94  1.70  1.29
C  -3.03  1.93  2.10
C  -4.25  1.33  1.82
C  -4.36  0.49  0.71
C  -3.26  0.27  -0.11
C  1.09  0.67  0.45
C  2.09  1.64  0.40
C  3.06  1.72  1.40
C  3.04  0.83  2.46
C  2.05  -0.14  2.52
C  1.09  -0.21  1.53
H  0.90  5.69  -3.71
H  1.90  3.57  -4.50
H  1.27  1.43  -3.42
H  -1.33  3.54  -0.75
H  -0.73  5.66  -1.84
H  -0.98  2.15  1.54
H  -2.94  2.56  2.98
H  -5.11  1.50  2.46
H  -5.31  0.01  0.49
H  -3.35  -0.41  -0.94
H  2.13  2.33  -0.44
H  3.83  2.47  1.33
H  3.80  0.89  3.23
H  2.03  -0.85  3.35
H  0.32  -0.98  1.60



Entry 2:
Computed, not measured: a 2-piece molecular cluster, C2H8N2O3 overall at a distorted geometry, with ωB97M-V with the def2-TZVPD basis set.

Summary:
* orbital gap: 10.760 eV
* relative energy (zero: lowest compared OMol25 entry of this formula, charge and spin): 44.24 kJ/mol

Cartesian coordinates (Å):
N  1.33  -1.41  1.52
C  0.67  -0.20  1.86
O  0.94  0.89  0.94
H  1.17  -1.75  0.58
H  2.37  -1.27  1.47
H  -0.33  -0.41  1.82
H  0.94  0.11  2.84
H  1.16  1.67  1.47
N  -0.44  -0.13  -1.54
C  -1.26  0.68  -2.27
O  -2.65  0.58  -2.06
O  -0.88  1.53  -3.08
H  -0.66  -0.36  -0.57
H  0.52  0.23  -1.52
H  -2.87  -0.17  -1.48



Entry 3:
Computed, not measured: a 12-piece molecular cluster, C3H30NO11S overall at a distorted geometry, with ωB97M-V with the def2-TZVPD basis set.

Summary:
* charge: -1
* orbital gap: 7.278 eV
* relative energy (zero: lowest compared OMol25 entry of this formula, charge and spin): 0.00 kJ/mol

Cartesian coordinates (Å):
C  0.10  1.65  -0.91
C  -0.45  0.47  -1.78
S  0.68  -0.51  -2.82
C  -0.63  2.96  -1.18
N  -0.22  3.98  -0.18
H  1.15  1.68  -1.22
H  0.02  1.43  0.15
H  -1.31  0.87  -2.34
H  -0.94  -0.23  -1.11
H  -1.72  2.84  -1.16
H  -0.28  3.43  -2.09
H  -0.24  3.69  0.80
H  0.70  4.28  -0.47
H  0.52  -0.47  2.26
H  -0.64  0.49  2.76
O  0.13  -0.07  3.03
H  -0.20  -2.89  2.75
H  -0.37  -1.80  3.75
O  -0.60  -2.76  3.64
H  -3.93  1.29  2.06
H  -3.11  0.90  0.89
O  -3.37  1.71  1.38
H  -4.06  -1.55  -1.65
H  -3.26  -2.77  -1.76
O  -3.91  -2.36  -1.15
H  2.91  -0.57  2.92
H  4.05  0.03  2.05
O  3.84  -0.29  2.95
H  -3.18  -1.50  0.19
H  -2.71  -1.33  1.61
O  -2.76  -0.85  0.77
H  3.44  1.45  -0.10
H  2.63  2.74  0.06
O  3.39  2.28  0.43
H  0.85  -3.19  -1.57
H  1.95  -2.69  -0.55
O  1.56  -3.46  -0.98
H  2.72  -1.23  0.75
H  1.27  -1.01  0.46
O  1.84  -1.33  1.15
H  3.87  -0.16  -1.78
H  2.45  0.06  -1.68
O  3.23  -0.03  -1.07
H  -2.15  -1.08  -3.16
H  -1.17  -2.05  -2.84
O  -2.09  -2.05  -3.24



Entry 4:
Computed, not measured: an isolated ion of composition C4H7BrN and charge +1 at a distorted geometry, with ωB97M-V with the def2-TZVPD basis set.

Summary:
* charge: +1
* orbital gap: 10.652 eV
* relative energy (zero: lowest compared OMol25 entry of this formula, charge and spin): 207.69 kJ/mol

Cartesian coordinates (Å):
C  1.33  0.93  -0.89
C  -1.28  -0.65  1.15
C  0.21  0.94  -0.07
C  -0.61  -0.46  -0.14
N  2.33  0.64  -1.50
Br  3.60  0.07  -2.52
H  -1.72  0.20  1.63
H  -2.04  -1.38  1.22
H  -0.51  -1.14  1.77
H  0.46  1.08  1.01
H  -0.59  1.72  -0.35
H  -1.16  -0.44  -1.00
H  -0.04  -1.51  -0.31



Entry 5:
Computed, not measured: a 3-piece molecular cluster, C45H70Br2N3O9P overall at a distorted geometry, with ωB97M-V with the def2-TZVPD basis set.

Summary:
* multiplicity: 3
* <S²>: 2.0090
* orbital gap: 7.384 eV

Cartesian coordinates (Å):
C  -0.50  -1.80  1.81
C  0.76  -0.81  1.52
O  1.81  -1.08  2.50
P  3.33  -0.47  2.04
O  4.09  -0.16  3.36
C  3.14  1.24  1.19
C  4.54  1.82  0.66
C  5.11  3.05  1.52
C  4.09  4.27  1.70
C  3.18  4.80  0.52
O  3.23  4.20  -0.83
C  1.87  3.87  -1.11
N  0.68  3.83  -1.39
C  2.16  5.99  0.67
C  1.99  6.68  2.07
C  2.88  6.16  3.22
C  3.94  4.99  3.07
C  4.82  4.63  4.39
O  6.03  4.38  4.20
C  4.04  4.71  5.77
O  4.20  3.88  6.91
C  5.08  2.74  6.68
C  5.33  2.10  8.16
C  5.70  0.55  7.96
C  6.44  2.92  9.00
C  7.96  2.60  8.59
C  6.28  2.46  10.56
C  3.05  5.75  5.89
C  2.18  5.86  7.25
Br  2.94  6.55  8.94
C  0.82  5.39  7.12
C  0.28  4.86  5.69
Br  -0.33  5.43  8.74
C  2.76  6.81  4.70
O  2.51  8.02  4.90
O  4.32  -1.55  1.17
C  3.58  -2.47  0.33
C  3.54  -2.03  -1.25
H  -0.63  -1.87  2.94
H  -0.25  -2.83  1.39
H  -1.45  -1.36  1.32
H  0.47  0.29  1.52
H  1.21  -1.03  0.47
H  2.41  1.10  0.31
H  2.63  1.93  1.97
H  4.43  2.04  -0.47
H  5.34  0.98  0.73
H  5.34  2.63  2.57
H  6.11  3.39  1.05
H  1.52  6.40  -0.19
H  1.25  7.56  2.20
H  6.11  2.99  6.28
H  4.51  1.94  6.09
H  4.34  2.20  8.76
H  6.73  0.43  7.47
H  4.93  0.11  7.22
H  5.64  0.02  8.97
H  6.27  4.06  9.00
H  8.46  1.87  9.35
H  8.10  2.12  7.56
H  8.59  3.57  8.66
H  5.81  1.42  10.60
H  7.30  2.37  11.09
H  5.62  3.18  11.17
H  0.19  5.74  4.94
H  -0.79  4.47  5.86
H  0.97  4.07  5.22
H  2.53  -2.74  0.70
H  4.18  -3.46  0.33
H  2.64  -1.37  -1.49
H  3.42  -3.02  -1.84
H  4.56  -1.59  -1.52
C  -2.74  -3.76  -4.01
C  -1.92  -3.21  -2.81
C  -2.80  -2.18  -2.06
C  -2.97  -0.88  -2.86
C  -1.62  -0.29  -3.25
C  -0.66  -1.29  -3.94
N  -0.62  -2.63  -3.26
O  0.17  -2.49  -2.15
C  -1.04  -1.49  -5.42
C  0.73  -0.61  -4.02
C  -1.71  -4.46  -1.93
H  -3.57  -4.39  -3.65
H  -3.23  -2.99  -4.61
H  -2.13  -4.38  -4.66
H  -2.35  -1.94  -1.09
H  -3.78  -2.60  -1.85
H  -3.58  -1.05  -3.75
H  -3.53  -0.16  -2.25
H  -1.79  0.57  -3.90
H  -1.15  0.10  -2.34
H  -0.40  -2.25  -5.89
H  -0.91  -0.56  -5.99
H  -2.08  -1.78  -5.58
H  1.10  -0.28  -3.05
H  0.69  0.28  -4.66
H  1.48  -1.29  -4.45
H  -1.11  -5.21  -2.46
H  -2.66  -4.93  -1.67
H  -1.21  -4.24  -0.98
C  -8.45  -5.38  -7.16
C  -7.63  -4.83  -5.97
C  -8.51  -3.80  -5.22
C  -8.68  -2.51  -6.01
C  -7.33  -1.91  -6.40
C  -6.37  -2.91  -7.09
N  -6.33  -4.24  -6.41
O  -5.54  -4.11  -5.30
C  -6.75  -3.11  -8.57
C  -4.97  -2.23  -7.17
C  -7.41  -6.09  -5.09
H  -9.27  -6.01  -6.81
H  -8.93  -4.61  -7.77
H  -7.83  -6.00  -7.82
H  -8.06  -3.56  -4.25
H  -9.49  -4.23  -5.01
H  -9.29  -2.68  -6.91
H  -9.24  -1.78  -5.41
H  -7.50  -1.05  -7.05
H  -6.87  -1.52  -5.49
H  -6.11  -3.86  -9.04
H  -6.62  -2.18  -9.14
H  -7.78  -3.40  -8.73
H  -4.61  -1.89  -6.19
H  -5.02  -1.34  -7.80
H  -4.23  -2.90  -7.60
H  -6.81  -6.83  -5.62
H  -8.37  -6.55  -4.83
H  -6.92  -5.86  -4.14



Entry 6:
Computed, not measured: one molecule with the formula C4H5NS at a distorted geometry, with ωB97M-V with the def2-TZVPD basis set.

Summary:
* orbital gap (spin up / spin down): 7.445 / 7.444 eV
* relative energy (zero: lowest compared OMol25 entry of this formula, charge and spin): 667.69 kJ/mol

Cartesian coordinates (Å):
C  0.89  0.88  -1.29
C  -0.45  -1.09  -0.32
C  0.52  0.90  1.02
C  -0.12  0.40  -0.26
N  0.91  -1.49  0.26
S  1.77  -0.10  0.12
H  0.76  0.15  -2.19
H  -1.25  -1.51  0.30
H  -0.61  -1.25  -1.40
H  0.79  1.99  1.16
H  0.03  0.37  1.92



> Which formula does entry 5 have?

C45H70Br2N3O9P